Record 1
72
Properties=species:S:1:pos:R:3:forces:R:3 method="wB97M-V/def2-TZVPD" e_above_lowest_kj_mol=28.5 multiplicity=1 lumo_ev=4.187 charge=-2
Ag 0.0914 -0.1837 -0.7009 0.539 -0.515 0.069
O 6.2513 1.2756 -0.9448 0.090 0.018 0.037
C 4.8820 1.2138 -0.8911 -0.077 0.017 0.028
C 4.1974 1.3939 0.3017 0.128 0.037 0.006
C 2.8188 1.2869 0.2858 -0.094 0.028 -0.093
N 2.1532 1.0213 -0.8340 -0.091 -0.011 -0.001
C 2.8017 0.9077 -1.9922 -0.079 0.069 0.039
C 4.1829 0.9914 -2.0653 0.047 -0.012 -0.041
C 1.9388 0.7345 -3.2648 -0.012 -0.092 -0.003
O 2.5456 0.8702 -4.3417 -0.052 -0.028 0.057
O 0.7228 0.4925 -3.0651 -0.074 0.179 -0.124
C 1.9779 1.5293 1.5531 0.051 -0.077 0.025
O 2.5634 2.1006 2.4899 -0.064 -0.089 -0.025
O 0.7803 1.1463 1.4835 -0.016 0.289 0.090
H 6.5671 1.4417 -0.0500 -0.010 -0.018 -0.035
H 4.7011 1.6216 1.2347 -0.038 0.007 0.000
H 4.6760 0.8897 -3.0216 -0.018 0.016 0.010
F -6.8899 -0.1949 0.6057 -0.064 -0.009 0.049
C -6.3635 -0.0290 -0.6186 0.211 -0.026 0.044
F -6.7580 -1.0761 -1.3640 -0.081 -0.079 -0.060
F -6.9508 1.0613 -1.1525 -0.113 0.084 -0.042
C -4.8711 0.1107 -0.5945 0.007 0.060 0.039
C -4.1692 0.1632 0.5935 -0.015 0.025 0.115
C -2.7915 0.3247 0.5357 0.032 0.104 0.206
N -2.1280 0.4316 -0.6078 -0.193 0.032 -0.094
C -2.8105 0.3736 -1.7495 -0.012 -0.017 -0.189
C -4.1849 0.2160 -1.7921 -0.006 0.015 -0.119
H -4.6759 0.0806 1.5440 0.039 -0.006 0.023
H -2.1862 0.3795 1.4351 -0.022 -0.013 -0.025
H -2.2187 0.4456 -2.6573 -0.007 -0.004 0.036
H -4.7086 0.1751 -2.7380 0.045 -0.007 -0.014
N -0.3314 3.0716 -0.6419 -0.122 0.224 0.046
C -0.0523 4.4117 -0.5957 0.015 -0.044 0.028
C 0.7147 4.9459 0.4539 -0.032 0.020 0.054
C 0.9515 6.3076 0.5274 -0.022 -0.051 -0.029
C 0.4450 7.1826 -0.4301 -0.006 -0.018 -0.015
C -0.3106 6.6586 -1.4734 0.021 -0.013 0.071
C -0.5610 5.2989 -1.5581 0.050 -0.015 -0.027
H -0.5084 2.6573 -1.5428 0.110 -0.022 -0.050
H 0.1648 2.4584 -0.0018 -0.031 -0.053 0.018
H 1.1181 4.2712 1.2032 0.014 0.030 -0.023
H 1.5535 6.6922 1.3432 -0.005 -0.016 0.006
H 0.6430 8.2460 -0.3675 -0.012 -0.014 -0.007
H -0.7162 7.3219 -2.2296 0.005 -0.016 -0.026
H -1.1520 4.8992 -2.3753 0.009 0.020 0.008
C -2.9905 -3.3284 -0.5105 -0.007 0.112 -0.101
Si -1.3890 -3.7427 0.4125 -0.131 -0.088 -0.035
C -1.7587 -3.3427 2.2264 0.095 0.129 0.075
C -1.2753 -5.6365 0.3466 0.003 -0.070 0.011
As 0.4080 -2.7674 -0.6393 -0.072 -0.076 0.016
Si 1.8957 -2.9426 1.1213 0.166 -0.021 0.063
C 3.5690 -2.3743 0.4496 -0.009 0.149 -0.099
C 2.1953 -4.7146 1.7468 -0.045 -0.101 -0.028
C 1.5272 -1.9605 2.6873 -0.117 0.138 0.005
H -3.8338 -3.9176 -0.1329 0.019 0.016 -0.003
H -2.8746 -3.5332 -1.5794 -0.021 0.003 0.044
H -3.2397 -2.2668 -0.4052 0.030 -0.126 -0.013
H -2.7145 -3.7797 2.5386 0.029 -0.012 -0.032
H -1.8030 -2.2596 2.3818 0.012 -0.072 0.008
H -0.9717 -3.7314 2.8798 -0.078 0.015 -0.020
H -2.1338 -6.1245 0.8263 0.041 0.045 -0.027
H -0.3613 -5.9815 0.8384 -0.040 -0.002 -0.018
H -1.2264 -5.9622 -0.6970 -0.004 0.003 0.048
H 4.0653 -3.1879 -0.0881 -0.026 0.022 0.007
H 4.2311 -2.0260 1.2498 -0.017 -0.049 -0.026
H 3.4311 -1.5480 -0.2566 0.048 -0.054 0.077
H 2.4066 -5.4005 0.9204 -0.009 0.047 0.040
H 1.3276 -5.1014 2.2927 0.053 0.025 -0.029
H 3.0531 -4.7222 2.4309 -0.042 -0.003 -0.016
H 1.0485 -1.0070 2.4438 0.060 -0.042 0.043
H 2.4500 -1.7396 3.2361 -0.027 -0.047 -0.016
H 0.8603 -2.5198 3.3517 0.046 0.048 -0.033

---

Record 2
69
Properties=species:S:1:pos:R:3:forces:R:3 method="wB97M-V/def2-TZVPD" multiplicity=2 lumo_ev="4.899 / 4.899" charge=-2
V 0.3516 -0.5111 0.5711 -0.926 1.197 -0.097
N -0.5845 1.6026 4.4707 -0.173 0.117 -0.414
C -0.1586 0.9056 3.3059 -0.224 -0.037 0.291
S -1.4052 0.1972 2.3127 0.312 -0.142 0.014
N 1.1024 0.8572 3.1044 0.714 -0.133 -0.544
N 1.4867 0.2347 1.9139 0.196 -0.193 0.688
C 2.8486 0.0500 1.7081 -0.317 0.318 0.539
C 3.2054 -0.5881 0.5791 -0.143 -0.126 -0.294
C 4.5689 -0.8484 0.1850 -0.083 0.112 0.113
C 4.8413 -1.4099 -0.9994 -0.194 -0.234 -0.566
C 3.7368 -1.7757 -1.8750 0.476 -0.042 -0.011
C 2.4633 -1.5762 -1.4470 -0.046 0.322 0.571
N 2.1184 -1.0027 -0.2601 1.101 -0.558 -0.058
H -1.4938 1.2863 4.7615 -0.046 -0.121 0.137
H 0.1019 1.5658 5.2065 0.116 -0.072 0.050
H 3.5744 0.3931 2.4327 -0.056 0.123 0.135
H 5.3673 -0.5674 0.8645 -0.062 0.043 0.049
H 5.8695 -1.5899 -1.2971 -0.019 -0.036 -0.050
H 3.9023 -2.2196 -2.8484 0.058 -0.029 0.035
H 1.6529 -1.8853 -2.0885 -0.170 0.004 0.018
B -1.2494 -4.1203 0.7985 0.077 0.051 0.130
N -0.7380 -3.3556 2.0415 0.017 0.139 0.123
C -1.1782 -3.5785 3.2888 0.061 0.146 -0.038
C -0.3404 -2.9198 4.1724 0.071 -0.065 -0.031
C 0.5998 -2.2928 3.3463 0.058 -0.311 -0.006
N 0.3575 -2.5582 2.0627 -0.233 -0.105 -0.085
N -0.8719 -3.3746 -0.5210 0.046 0.080 -0.123
C -0.9328 -3.9731 -1.7167 0.000 0.081 -0.061
C -0.8436 -3.0084 -2.7083 -0.029 -0.051 0.063
C -0.7145 -1.8127 -2.0003 -0.237 -0.004 0.017
N -0.7310 -2.0394 -0.6832 0.052 -0.142 -0.122
H -0.7298 -5.2270 0.7447 -0.055 0.059 -0.101
H -2.4657 -4.2152 0.8821 0.080 0.012 0.023
H -2.0600 -4.1791 3.4613 0.088 0.028 -0.050
H -0.4174 -2.8730 5.2477 0.001 0.004 -0.064
H 1.4379 -1.6718 3.6192 -0.123 0.127 -0.087
H -1.0557 -5.0448 -1.7845 0.012 0.117 0.063
H -0.8508 -3.1547 -3.7761 -0.003 0.020 0.037
H -0.6040 -0.8025 -2.3698 0.078 -0.070 0.114
C 2.4958 2.3825 -1.4882 -0.006 0.235 -0.162
C 1.4752 3.3972 -0.9656 0.127 -0.280 0.166
C 1.5260 3.5352 0.5594 -0.048 0.071 -0.059
C 0.0668 3.0858 -1.4282 0.022 -0.082 -0.013
C -0.5554 4.0438 -2.2245 0.089 -0.069 0.000
C -1.8570 3.9133 -2.6791 0.070 -0.046 0.052
C -2.5688 2.8024 -2.2702 -0.108 -0.097 0.032
C -2.0052 1.8184 -1.4665 0.125 -0.139 0.226
C -2.9075 0.7077 -0.9632 -0.187 0.147 -0.098
C -3.8861 1.2583 0.0816 0.051 -0.008 0.039
C -3.6761 0.0037 -2.0872 0.072 0.004 -0.038
C -0.6325 1.8908 -1.0569 -0.091 -0.153 0.050
N -0.0626 0.8431 -0.3572 -0.717 0.456 -0.884
H 3.4971 2.6124 -1.1124 -0.016 -0.021 0.000
H 2.5231 2.4045 -2.5854 0.004 -0.030 0.117
H 2.2332 1.3831 -1.1729 -0.006 -0.315 0.116
H 1.7416 4.3688 -1.3926 -0.049 0.093 -0.052
H 1.1580 2.6321 1.0362 0.027 -0.162 0.103
H 0.8988 4.3728 0.8859 0.048 -0.066 -0.015
H 2.5498 3.7096 0.9039 -0.015 -0.008 -0.018
H 0.0104 4.9285 -2.4992 0.067 0.006 0.025
H -2.3077 4.6652 -3.3150 -0.012 0.045 -0.008
H -3.6080 2.7017 -2.5724 0.024 -0.048 0.036
H -2.2788 -0.0179 -0.4627 0.113 -0.154 0.038
H -4.4973 2.0621 -0.3462 -0.016 -0.068 0.001
H -3.3305 1.6505 0.9349 -0.074 -0.005 -0.045
H -4.5480 0.4637 0.4483 0.049 0.077 -0.050
H -4.5045 0.6247 -2.4511 0.059 -0.062 0.006
H -4.0906 -0.9426 -1.7256 -0.017 0.077 -0.020
H -3.0211 -0.2179 -2.9342 -0.062 -0.027 0.048

---

Strongest force on any atom
In order: 0.7 1.5
Unit: eV/Å
E
In order: -129904.400 -77057.428
Unit: eV